Molecular formula: C2H3N5O
Method: DFT, ωB97M-V/def2-TZVPD

Kohn-Sham gap   8.85 eV
Lowest unoccupied orbital energy   -0.7 eV
SMILES   [H]/N=c1\nnncn1O
ΔE to the lowest compared entry with this formula, charge and spin   4.831 eV

Last column: Löwdin charge in e.
Cartesian coordinates (Å):
H  1.4953  -2.2010  0.2885  0.04
N  1.6078  -1.2388  0.2944  0.13
C  0.4694  -0.7160  -0.0877  -0.39
N  -0.7893  -1.3589  -0.1711  0.08
N  -1.8586  -0.6480  -0.1205  -0.02
N  -1.8150  0.7069  0.2284  0.01
C  -0.5962  1.3507  0.1084  -0.04
N  0.5195  0.6398  -0.1585  -0.14
O  1.7261  1.1185  -0.1387  0.04
H  -0.4938  2.4862  0.2377  0.17
H  2.2991  0.2521  -0.0487  0.13